Record 1
Below is a 13-piece molecular cluster, C63H162N10O23 overall, with properties calculated with wB97M-V/def2-TZVPD.

Cartesian coordinates (Å):
C1 15.74 -3.64 32.35
O1 16.84 -2.86 32.72
C2 16.56 -1.88 33.70
C3 17.67 -1.78 34.74
N1 17.97 -3.05 35.30
C4 16.91 -3.59 36.22
C5 16.73 -2.81 37.54
O2 17.89 -2.60 38.29
C6 18.47 -3.72 38.96
H1 14.99 -2.90 32.12
H2 15.36 -4.34 33.13
H3 15.93 -4.21 31.48
H4 15.54 -2.13 34.11
H5 16.42 -0.86 33.22
H6 17.44 -0.95 35.42
H7 18.60 -1.44 34.27
H8 18.88 -3.06 35.78
H9 17.11 -4.63 36.42
H10 15.96 -3.57 35.67
H11 15.97 -3.39 38.13
H12 16.34 -1.83 37.25
H13 19.06 -3.35 39.77
H14 19.18 -4.28 38.30
H15 17.82 -4.44 39.46
C7 14.48 0.16 36.15
O3 14.80 0.92 35.01
C8 13.79 1.76 34.46
C9 14.28 2.43 33.24
N2 15.29 3.47 33.46
C10 15.43 4.36 32.32
C11 16.89 4.71 32.07
O4 17.52 3.80 31.18
C12 18.95 3.92 31.23
H16 14.23 0.86 37.01
H17 15.35 -0.41 36.35
H18 13.58 -0.47 36.03
H19 13.47 2.55 35.20
H20 12.98 1.06 34.16
H21 13.38 2.91 32.89
H22 14.59 1.78 32.41
H23 16.19 3.05 33.71
H24 14.82 5.26 32.40
H25 15.05 3.92 31.38
H26 17.39 4.80 33.04
H27 16.90 5.62 31.52
H28 19.30 4.88 30.92
H29 19.35 3.13 30.55
H30 19.30 3.72 32.26
C13 14.50 -0.35 29.66
O5 14.06 -1.26 30.77
C14 13.42 -0.57 31.88
C15 12.55 -1.57 32.58
N3 11.63 -2.17 31.68
C16 10.85 -3.14 32.29
C17 9.71 -2.49 33.09
O6 9.07 -3.54 33.79
C18 8.17 -3.03 34.74
H31 13.64 0.02 29.13
H32 15.15 -1.04 29.04
H33 15.05 0.45 30.10
H34 12.87 0.38 31.60
H35 14.26 -0.31 32.56
H36 12.00 -1.11 33.34
H37 13.25 -2.42 33.03
H38 12.13 -2.53 30.87
H39 11.37 -3.77 33.06
H40 10.55 -3.78 31.48
H41 9.07 -1.97 32.37
H42 10.12 -1.81 33.78
H43 7.47 -2.31 34.30
H44 8.64 -2.57 35.61
H45 7.66 -3.91 35.09
C19 17.80 6.03 24.19
O7 18.99 5.86 23.45
C20 20.08 6.59 23.93
C21 20.64 5.97 25.20
N4 21.08 4.60 24.97
C22 21.35 3.87 26.22
C23 20.21 3.70 27.26
O8 19.02 3.42 26.56
C24 17.83 3.53 27.23
H46 16.95 5.71 23.57
H47 17.72 7.12 24.41
H48 17.84 5.38 25.05
H49 19.77 7.62 24.15
H50 20.86 6.60 23.16
H51 19.92 5.97 25.97
H52 21.48 6.57 25.50
H53 20.43 4.11 24.37
H54 22.19 4.31 26.71
H55 21.58 2.83 25.97
H56 20.07 4.63 27.89
H57 20.51 2.94 27.97
H58 17.75 4.45 27.85
H59 17.68 2.67 27.89
H60 16.98 3.48 26.51
C25 17.68 -3.37 27.43
O9 16.90 -2.23 27.05
C26 17.27 -1.86 25.70
C27 16.59 -0.57 25.37
N5 16.84 -0.20 24.05
C28 16.09 0.99 23.64
C29 16.36 1.40 22.21
O10 17.75 1.66 22.01
C30 18.11 2.97 22.25
H61 18.72 -3.14 27.54
H62 17.47 -4.18 26.76
H63 17.26 -3.80 28.34
H64 16.96 -2.68 25.00
H65 18.32 -1.76 25.59
H66 16.95 0.12 26.15
H67 15.52 -0.66 25.49
H68 17.81 0.06 24.03
H69 16.24 1.91 24.28
H70 15.04 0.81 23.80
H71 15.78 2.30 22.08
H72 16.08 0.64 21.49
H73 17.99 3.27 23.26
H74 17.57 3.68 21.61
H75 19.18 3.09 22.00
C31 30.17 2.69 22.11
O11 28.90 1.98 22.25
C32 28.32 1.72 20.92
C33 26.92 1.19 21.26
N6 26.21 2.13 22.01
C34 24.91 1.67 22.46
C35 24.40 2.71 23.47
O12 25.20 2.47 24.64
C36 24.81 3.42 25.62
H76 30.69 2.68 23.07
H77 29.99 3.74 21.83
H78 30.82 2.19 21.40
H79 28.98 1.05 20.40
H80 28.24 2.67 20.37
H81 27.12 0.23 21.81
H82 26.48 0.94 20.27
H83 26.82 2.44 22.77
H84 24.84 0.72 22.99
H85 24.16 1.56 21.63
H86 23.31 2.68 23.66
H87 24.62 3.70 23.07
H88 25.11 4.41 25.19
H89 25.43 3.30 26.51
H90 23.72 3.43 25.79
C37 27.75 -0.32 31.83
O13 26.64 -1.16 31.76
C38 25.92 -1.08 30.51
C39 24.65 -1.90 30.53
N7 23.84 -1.45 31.64
C40 22.80 -2.45 31.89
C41 21.82 -1.92 32.88
O14 22.56 -1.78 34.09
C42 21.80 -1.15 35.11
H91 27.48 0.69 31.62
H92 28.47 -0.63 31.08
H93 28.18 -0.35 32.82
H94 26.61 -1.36 29.71
H95 25.58 -0.05 30.35
H96 24.93 -2.99 30.67
H97 24.07 -1.89 29.60
H98 24.42 -1.33 32.50
H99 23.26 -3.36 32.29
H100 22.37 -2.67 30.90
H101 21.01 -2.62 33.02
H102 21.51 -0.91 32.50
H103 20.82 -1.60 35.24
H104 21.60 -0.09 34.91
H105 22.37 -1.25 36.05
C43 19.63 -6.21 28.29
O15 20.95 -6.54 27.96
C44 21.87 -5.67 28.50
C45 21.83 -4.27 27.81
N8 22.05 -4.34 26.40
C46 22.02 -3.11 25.71
C47 22.90 -3.25 24.44
O16 22.75 -2.09 23.61
C48 23.49 -2.25 22.41
H106 19.45 -6.38 29.39
H107 18.94 -6.81 27.69
H108 19.40 -5.15 28.09
H109 22.87 -6.13 28.39
H110 21.65 -5.54 29.59
H111 22.68 -3.70 28.20
H112 20.91 -3.75 28.18
H113 21.47 -5.09 26.02
H114 22.58 -2.43 26.39
H115 21.02 -2.63 25.53
H116 22.61 -4.11 23.89
H117 23.97 -3.33 24.74
H118 24.56 -2.16 22.71
H119 23.28 -1.45 21.72
H120 23.33 -3.29 21.99
C49 18.49 0.50 31.97
O17 19.21 0.55 30.74
C50 18.35 0.01 29.69
C51 19.08 0.11 28.38
N9 20.08 -0.93 28.11
C52 21.26 -0.73 28.95
C53 22.00 0.64 28.80
O18 22.52 0.93 27.47
C54 23.78 0.28 27.23
H121 17.55 1.14 31.88
H122 19.13 0.87 32.76
H123 18.19 -0.52 32.23
H124 17.40 0.52 29.63
H125 18.08 -1.03 30.01
H126 19.44 1.12 28.27
H127 18.39 -0.03 27.59
H128 20.30 -0.89 27.11
H129 21.96 -1.54 28.71
H130 21.03 -0.74 30.04
H131 22.80 0.52 29.55
H132 21.33 1.44 28.98
H133 24.53 0.61 27.91
H134 24.12 0.52 26.22
H135 23.75 -0.81 27.20
C55 25.42 1.44 34.50
O19 25.67 2.80 34.21
C56 26.52 3.09 33.13
C57 25.94 2.85 31.69
N10 24.74 3.64 31.46
C58 23.79 3.20 30.44
C59 22.41 3.76 30.71
O20 21.89 3.51 31.96
C60 21.91 2.15 32.27
H136 24.48 1.41 35.12
H137 26.27 1.02 35.06
H138 25.23 0.78 33.63
H139 27.41 2.44 33.13
H140 26.75 4.13 33.24
H141 25.73 1.79 31.49
H142 26.65 3.24 30.99
H143 24.23 3.79 32.32
H144 23.82 2.10 30.36
H145 24.02 3.63 29.46
H146 21.73 3.46 29.86
H147 22.49 4.90 30.64
H148 22.95 1.78 32.43
H149 21.54 1.57 31.41
H150 21.28 2.09 33.16
C61 20.72 0.41 24.43
O21 19.61 0.44 25.31
H151 21.64 0.76 24.92
H152 20.99 -0.66 24.26
H153 20.53 0.85 23.47
H154 19.37 1.32 25.56
C62 27.39 -0.19 26.61
O22 27.38 0.35 25.31
H155 28.11 -1.05 26.69
H156 27.59 0.63 27.37
H157 26.43 -0.67 26.90
H158 26.58 0.87 25.14
C63 19.41 -3.51 30.85
O23 19.37 -4.12 32.10
H159 19.78 -2.43 30.94
H160 20.11 -4.10 30.28
H161 18.41 -3.51 30.39
H162 18.58 -3.88 32.64

Values from the calculation:
ΔE to the lowest compared entry with this formula, charge and spin = 23.6 kcal/mol
spin multiplicity = 1
electronic energy = -4775.03540 Eh



Record 2
Below is a 2-piece molecular cluster, C3H10S overall, with properties calculated with wB97M-V/def2-TZVPD.

Cartesian coordinates (Å):
C1 1.33 -1.63 1.27
C2 1.12 -1.80 2.71
H1 0.58 -0.80 0.79
H2 2.26 -1.22 1.06
H3 1.19 -2.44 0.65
H4 0.45 -1.00 3.14
H5 1.95 -1.63 3.39
H6 0.79 -2.74 2.99
C3 0.12 1.12 -1.95
S1 -1.43 1.15 -1.09
H7 -1.13 1.98 -0.19
H8 0.83 1.52 -1.28
H9 0.16 1.69 -2.93
H10 0.33 0.14 -2.36

Values from the calculation:
ΔE to the lowest compared entry with this formula, charge and spin = 28.5 kcal/mol
SMILES = CC.CS
spin multiplicity = 1
electronic energy = -518.42646 Eh



Table of HOMO energy (eV), in record order: -8.4822; -8.9929
Table of orbital gap (eV), in record order: 9.0; 9.9